Formula: C34H85F3O32S10
Source: the OMol25 dataset
Level of theory: ωB97M-V with the def2-TZVPD basis set

- <S²> = 0.757
- charge = +1
- Kohn-Sham gap (alpha / beta) (eV) = 9.1 / 2.0
- E (eV) = -218639.80419
- multiplicity = 2

Last columns: bonded neighbours and bond lengths (Å).
Element x y z (Å)
1 O 2.7450 -5.3103 -6.8241  S2 1.451
2 S 3.6011 -5.6782 -5.7122  O1 1.451, O3 1.495, O4 1.601, C7 1.876
3 O 5.0767 -5.5186 -5.8963  S2 1.495
4 O 3.1194 -5.0350 -4.3275  S2 1.601, C5 1.387
5 C 3.6119 -5.5710 -3.1467  O4 1.387, C6 1.536, H8 1.090, H9 1.090
6 C 3.4559 -4.5669 -1.9945  C5 1.536, H10 1.090, H11 1.090, H12 1.090
7 C 3.3186 -7.4885 -5.3094  S2 1.876, H13 1.090, H14 1.090, H15 1.090
8 H 4.5914 -6.0411 -3.0590  C5 1.090
9 H 2.9564 -6.4206 -2.9549  C5 1.090
10 H 3.9146 -3.6455 -2.3534  C6 1.090
11 H 3.7639 -4.8746 -0.9952  C6 1.090
12 H 2.4378 -4.2270 -1.8048  C6 1.090
13 H 3.8058 -7.7157 -4.3612  C7 1.090
14 H 3.8186 -7.9937 -6.1357  C7 1.090
15 H 2.2679 -7.7265 -5.1432  C7 1.090
16 O 0.9690 6.1965 6.3647  S17 1.417
17 S 0.9534 5.4000 7.5361  O16 1.417, O18 1.454, O19 1.658, C22 1.792
18 O -0.1363 5.4625 8.4972  S17 1.454
19 O 1.0419 3.8057 7.0880  S17 1.658, C20 1.444
20 C -0.0184 3.2275 6.2963  O19 1.444, C21 1.511, H23 1.090, H24 1.090
21 C 0.4197 1.8782 5.7759  C20 1.511, H25 1.090, H26 1.090, H27 1.090
22 C 2.4904 5.4562 8.4565  S17 1.792, H28 1.090, H29 1.090, H30 1.090
23 H -0.3615 3.8312 5.4560  C20 1.090
24 H -0.7329 3.3409 7.1116  C20 1.090
25 H 0.9686 1.2968 6.5167  C21 1.090
26 H 1.0285 1.9513 4.8747  C21 1.090
27 H -0.4564 1.2492 5.6181  C21 1.090
28 H 2.7215 6.5169 8.5552  C22 1.090
29 H 3.2762 4.8689 7.9814  C22 1.090
30 H 2.3075 5.0639 9.4569  C22 1.090
31 O -2.2818 6.4992 -4.7258  S32 1.486
32 S -2.7167 5.1145 -5.0430  O31 1.486, O33 1.489, O34 1.707, C37 1.897
33 O -2.7673 4.7637 -6.4892  S32 1.489
34 O -1.6085 4.1015 -4.2310  S32 1.707, C35 1.425
35 C -1.6127 2.7361 -4.6404  O34 1.425, C36 1.531, H38 1.090, H39 1.090
36 C -2.3075 1.8970 -3.5654  C35 1.531, H40 1.090, H41 1.090, H42 1.090
37 C -4.3531 4.7210 -4.1667  S32 1.897, H43 1.090, H44 1.090, H45 1.090
38 H -0.5682 2.4409 -4.5412  C35 1.090
39 H -1.9886 2.6439 -5.6594  C35 1.090
40 H -2.5601 0.9623 -4.0661  C36 1.090
41 H -3.1974 2.2628 -3.0531  C36 1.090
42 H -1.6204 1.7911 -2.7259  C36 1.090
43 H -4.5594 3.6611 -4.0182  C37 1.090
44 H -5.0745 5.1710 -4.8488  C37 1.090
45 H -4.4396 5.3067 -3.2515  C37 1.090
46 O -2.1752 1.2973 1.5844  S47 1.443
47 S -3.4242 1.9171 1.2117  O46 1.443, O48 1.478, O49 1.642, C52 1.879
48 O -3.8052 2.0698 -0.2077  S47 1.478
49 O -4.7067 1.3111 2.0395  S47 1.642, C50 1.376
50 C -4.9401 -0.0359 1.8843  O49 1.376, C51 1.523, H53 1.090, H54 1.090
51 C -6.4114 -0.4248 1.9538  C50 1.523, H55 1.090, H56 1.090, H57 1.090
52 C -3.4433 3.5529 2.1367  S47 1.879, H58 1.090, H59 1.090, H60 1.090
53 H -4.4790 -0.5813 2.7077  C50 1.090
54 H -4.5903 -0.3686 0.9070  C50 1.090
55 H -6.9945 0.1468 1.2317  C51 1.090
56 H -6.8579 -0.0781 2.8857  C51 1.090
57 H -6.5582 -1.5046 1.9315  C51 1.090
58 H -3.6056 3.2738 3.1778  C52 1.090
59 H -4.2335 4.1670 1.7048  C52 1.090
60 H -2.4178 3.9222 2.1266  C52 1.090
61 O 0.5339 -1.0657 5.0785  S62 1.422
62 S 1.7224 -1.6735 5.5677  O61 1.422, O63 1.439, O64 1.639, C67 1.877
63 O 3.0027 -1.0297 5.4386  S62 1.439
64 O 1.5290 -2.3399 7.0527  S62 1.639, C65 1.477
65 C 1.3414 -1.4512 8.2178  O64 1.477, C66 1.470, H68 1.090, H69 1.090
66 C 1.2801 -2.3343 9.3912  C65 1.470, H70 1.090, H71 1.090, H72 1.090
67 C 1.7628 -3.3945 4.8194  S62 1.877, H73 1.090, H74 1.090, H75 1.090
68 H 0.4366 -0.8435 8.2262  C65 1.090
69 H 2.2243 -0.8127 8.2508  C65 1.090
70 H 0.4062 -2.9681 9.2404  C66 1.090
71 H 1.1515 -1.7403 10.2960  C66 1.090
72 H 2.1656 -2.9263 9.6223  C66 1.090
73 H 2.7461 -3.7632 5.1113  C67 1.090
74 H 1.7762 -3.2274 3.7424  C67 1.090
75 H 0.9485 -3.9669 5.2637  C67 1.090
76 O -7.5736 -4.9613 -6.9092  S77 1.438
77 S -6.7450 -4.0118 -6.2164  O76 1.438, O78 1.500, O79 1.685, C82 1.823
78 O -7.3019 -2.8648 -5.4268  S77 1.500
79 O -5.6166 -4.9611 -5.4010  S77 1.685, C80 1.374
80 C -5.1904 -4.5425 -4.1631  O79 1.374, C81 1.573, H83 1.090, H84 1.090
81 C -4.1212 -3.3939 -4.2783  C80 1.573, H85 1.090, H86 1.090, H87 1.090
82 C -5.6136 -3.2986 -7.4552  S77 1.823, H88 1.090, H89 1.090, H90 1.090
83 H -4.7607 -5.4522 -3.7439  C80 1.090
84 H -6.0772 -4.2407 -3.6058  C80 1.090
85 H -3.1202 -3.8242 -4.3089  C81 1.090
86 H -4.1211 -2.7392 -3.4068  C81 1.090
87 H -4.3177 -2.7584 -5.1419  C81 1.090
88 H -5.1661 -4.2332 -7.7934  C82 1.090
89 H -4.8065 -2.6731 -7.0737  C82 1.090
90 H -6.0737 -2.9106 -8.3640  C82 1.090
91 O 5.7815 3.8926 3.6993  S92 1.464
92 S 4.4218 3.5927 4.1501  O91 1.464, O93 1.436, O94 1.644, C97 1.869
93 O 3.5743 2.6758 3.4410  S92 1.436
94 O 4.4282 3.2410 5.7564  S92 1.644, C95 1.460
95 C 4.3914 1.8311 6.1333  O94 1.460, C96 1.519, H98 1.090, H99 1.090
96 C 4.8957 1.6875 7.5594  C95 1.519, H100 1.090, H101 1.090, H102 1.090
97 C 3.4191 5.1439 4.4339  S92 1.869, H103 1.090, H104 1.090, H105 1.090
98 H 5.1075 1.2018 5.6049  C95 1.090
99 H 3.3873 1.4109 6.1911  C95 1.090
100 H 5.6991 0.9513 7.5338  C96 1.090
101 H 4.0480 1.3554 8.1587  C96 1.090
102 H 5.3212 2.6238 7.9203  C96 1.090
103 H 3.6858 5.8639 3.6602  C97 1.090
104 H 3.7177 5.5159 5.4140  C97 1.090
105 H 2.3821 4.8084 4.4382  C97 1.090
106 O 1.7901 -1.5682 1.6219  S107 1.490
107 S 1.3571 -0.3827 0.8301  O106 1.490, O108 1.434, O109 1.697, C112 1.877
108 O 2.1247 0.2116 -0.2257  S107 1.434
109 O -0.0913 -0.7694 0.0353  S107 1.697, C110 1.412
110 C 0.0864 -1.7258 -0.9877  O109 1.412, C111 1.484, H113 1.090, H114 1.090
111 C -0.9327 -1.4336 -2.0262  C110 1.484, H115 1.090, H116 1.090, H117 1.090
112 C 0.7465 0.9929 1.9515  S107 1.877, H118 1.090, H119 1.090, H120 1.090
113 H -0.1285 -2.6965 -0.5409  C110 1.090
114 H 1.1245 -1.6628 -1.3141  C110 1.090
115 H -0.5820 -0.6268 -2.6697  C111 1.090
116 H -1.6888 -0.8526 -1.4982  C111 1.090
117 H -1.1813 -2.2770 -2.6703  C111 1.090
118 H 0.2732 1.8118 1.4097  C112 1.090
119 H 1.6712 1.2309 2.4772  C112 1.090
120 H 0.0087 0.3799 2.4691  C112 1.090
121 O 3.3826 5.0521 0.4015  S122 1.437
122 S 2.2187 4.5017 -0.2364  O121 1.437, O123 1.474, O124 1.681, C127 1.830
123 O 0.8715 4.3736 0.3484  S122 1.474
124 O 2.0888 5.3991 -1.6514  S122 1.681, C125 1.446
125 C 0.8894 5.2956 -2.4530  O124 1.446, C126 1.600, H128 1.090, H129 1.090
126 C 1.2738 6.1777 -3.7314  C125 1.600, H130 1.090, H131 1.090, H132 1.090
127 C 2.7661 2.9926 -1.1142  S122 1.830, H133 1.090, H134 1.090, H135 1.090
128 H -0.0224 5.6825 -1.9980  C125 1.090
129 H 0.8730 4.2396 -2.7227  C125 1.090
130 H 1.5018 5.5331 -4.5803  C126 1.090
131 H 2.0053 6.9781 -3.6207  C126 1.090
132 H 0.3545 6.6881 -4.0185  C126 1.090
133 H 1.8386 2.5028 -1.4108  C127 1.090
134 H 3.3135 2.3527 -0.4221  C127 1.090
135 H 3.3685 3.3882 -1.9320  C127 1.090
136 O 2.2807 1.1626 -3.6827  S137 1.468
137 S 2.1230 0.4648 -4.9641  O136 1.468, O138 1.499, O139 1.684, C142 1.825
138 O 0.9118 0.6891 -5.8178  S137 1.499
139 O 3.5196 0.6841 -5.8795  S137 1.684, C140 1.398
140 C 3.6399 1.8465 -6.6465  O139 1.398, C141 1.550, H143 1.090, H144 1.090
141 C 5.1001 2.3016 -6.8976  C140 1.550, H145 1.090, H146 1.090, H147 1.090
142 C 2.4709 -1.2950 -4.6294  S137 1.825, H148 1.090, H149 1.090, H150 1.090
143 H 2.9598 2.5712 -6.1987  C140 1.090
144 H 3.1965 1.7453 -7.6371  C140 1.090
145 H 5.6230 2.7042 -6.0301  C141 1.090
146 H 5.1305 3.0231 -7.7141  C141 1.090
147 H 5.6278 1.3750 -7.1237  C141 1.090
148 H 3.4877 -1.4498 -4.2685  C142 1.090
149 H 2.3627 -1.7042 -5.6339  C142 1.090
150 H 1.6812 -1.5416 -3.9198  C142 1.090
151 C -3.1342 -3.2744 0.8856  C152 1.489, H160 1.090, H161 1.090, H162 1.090
152 C -2.5632 -4.5798 1.3172  C151 1.489, O153 1.451, H163 1.090, H164 1.090
153 O -2.5262 -5.5099 0.2036  C152 1.451, C154 1.391
154 C -3.6362 -6.3032 -0.0657  O153 1.391, O155 1.265, C156 1.480
155 O -4.6649 -6.3304 0.6698  C154 1.265
156 C -3.4835 -7.2564 -1.1870  C154 1.480, F157 1.337, F158 1.309, F159 1.317
157 F -2.8484 -6.6580 -2.2002  C156 1.337
158 F -2.8034 -8.2820 -0.7405  C156 1.309
159 F -4.6392 -7.6773 -1.6587  C156 1.317
160 H -2.3881 -2.8235 0.2314  C151 1.090
161 H -3.3480 -2.6506 1.7535  C151 1.090
162 H -4.0712 -3.5783 0.4189  C151 1.090
163 H -3.1305 -4.9185 2.1842  C152 1.090
164 H -1.5204 -4.3866 1.5690  C152 1.090

Löwdin atomic charge list, values in e, 4 entries:
1. O -0.284
2. S 0.672
3. O -0.314
4. O -0.257

***

Formula: C2H7OS
Source: the OMol25 dataset
Level of theory: ωB97M-V with the def2-TZVPD basis set

- charge = -1
- energy above the lowest of the compared OMol25 structures with the same formula, charge and spin (kJ/mol) = 495.7
- Kohn-Sham gap (eV) = 5.4
- E (eV) = -15066.26854

Last columns: bonded neighbours and bond lengths (Å).
Element x y z (Å)
1 O -0.3530 -2.1726 1.4657  H2 0.956, H8 1.012
2 H -0.6671 -2.4488 0.6056  O1 0.956
3 C -1.3030 -0.6145 -0.5656  S4 1.714, H6 1.081, H7 1.075
4 S -0.2011 0.6974 -0.6238  C3 1.714, C5 2.055
5 C 1.4659 1.7827 -0.1084  S4 2.055, H9 1.102, H10 1.096, H11 1.131
6 H -2.3324 -0.2841 -0.5456  C3 1.081
7 H -1.0423 -1.5094 -1.1017  C3 1.075
8 H -0.2039 -1.2492 1.0805  O1 1.012
9 H 1.1935 2.7915 -0.4568  C5 1.102
10 H 1.1935 1.7826 0.9528  C5 1.096
11 H 2.2500 1.2244 -0.7028  C5 1.131

Löwdin atomic charge list, values in e, 4 entries:
1. O -0.175
2. H -0.040
3. C -0.676
4. S 0.525